This record from the Open Molecules 2025 dataset describes a structure of composition C40H49N3O3PRuS3. The level of theory is the ωB97M-V functional and the def2-TZVPD basis.

Geometry as XYZ:
```
100
Properties=species:S:1:pos:R:3:lowdin_charge:R:1
Ru -0.209 0.069 0.638 0.694
O 0.436 1.896 0.163 -0.323
N 0.425 2.821 1.148 -0.169
C 0.761 4.077 0.778 -0.021
C 0.796 5.083 1.698 -0.044
C 0.484 4.786 3.033 -0.053
C 0.153 3.504 3.384 -0.068
C 0.117 2.480 2.418 -0.598
S -0.261 0.841 2.764 0.727
H 0.986 4.182 -0.273 0.142
H 1.065 6.080 1.385 0.113
H 0.507 5.565 3.782 0.116
H -0.085 3.237 4.404 0.115
O 0.526 -2.067 -1.069 -0.584
S 0.454 -3.552 -0.955 1.002
C -0.539 -4.143 -2.382 -0.292
C -1.344 -3.026 -3.033 -0.233
C -0.489 -2.171 -3.973 -0.230
C -1.232 -0.963 -4.531 -0.296
S -1.318 0.441 -3.368 0.995
O -1.299 -0.148 -1.987 -0.562
C 0.287 1.165 -3.677 -0.384
C 0.373 2.129 -4.673 -0.091
C 1.587 2.748 -4.916 -0.069
C 2.696 2.413 -4.151 -0.065
C 2.592 1.458 -3.150 -0.062
C 1.383 0.820 -2.904 -0.067
C -0.745 -3.868 0.340 -0.374
C -0.885 -5.175 0.788 -0.083
C -1.796 -5.469 1.789 -0.061
C -2.568 -4.456 2.344 -0.063
C -2.409 -3.150 1.909 -0.065
C -1.487 -2.851 0.913 -0.102
H -1.171 -4.942 -1.993 0.090
H 0.176 -4.584 -3.080 0.092
H -1.804 -2.406 -2.264 0.095
H -2.152 -3.484 -3.611 0.124
H -0.176 -2.790 -4.818 0.124
H 0.419 -1.840 -3.466 0.095
H -2.263 -1.203 -4.795 0.094
H -0.741 -0.555 -5.416 0.095
H -0.505 2.399 -5.248 0.113
H 1.666 3.498 -5.692 0.111
H 3.643 2.903 -4.334 0.110
H 3.464 1.211 -2.559 0.094
H 1.285 0.071 -2.125 0.077
H -0.274 -5.961 0.360 0.117
H -1.902 -6.488 2.138 0.112
H -3.283 -4.685 3.122 0.111
H -2.994 -2.351 2.346 0.113
H -1.411 -1.801 0.620 0.056
C 3.038 0.880 1.427 -0.226
P 1.969 -0.605 1.242 0.910
C 2.116 -1.415 2.872 -0.407
C 1.069 -2.167 3.390 -0.126
C 1.213 -2.850 4.590 -0.068
C 2.408 -2.777 5.289 -0.074
C 3.459 -2.023 4.783 -0.068
C 3.316 -1.351 3.580 -0.087
C 3.071 -1.688 0.252 -0.360
C 3.571 -1.200 -0.954 -0.109
C 4.392 -1.975 -1.752 -0.066
C 4.730 -3.264 -1.353 -0.078
C 4.240 -3.760 -0.158 -0.077
C 3.412 -2.979 0.640 -0.100
H 4.093 0.621 1.363 0.053
H 2.842 1.351 2.391 0.050
H 2.791 1.583 0.631 0.030
H 0.129 -2.224 2.855 0.069
H 0.390 -3.434 4.979 0.107
H 2.521 -3.303 6.227 0.107
H 4.394 -1.963 5.324 0.108
H 4.151 -0.786 3.188 0.105
H 3.309 -0.200 -1.275 0.063
H 4.772 -1.577 -2.685 0.107
H 5.378 -3.871 -1.972 0.106
H 4.502 -4.760 0.164 0.108
H 3.040 -3.386 1.572 0.106
C -4.028 4.933 1.118 -0.062
C -4.701 3.648 0.648 -0.208
N -3.776 2.688 0.052 -0.077
C -3.457 2.866 -1.363 -0.191
C -2.130 3.573 -1.632 -0.059
C -3.104 1.770 0.799 -0.402
C -3.505 1.632 2.239 -0.029
N -2.197 0.995 0.303 0.033
H -4.743 5.558 1.653 0.080
H -3.642 5.511 0.279 0.066
H -3.195 4.715 1.789 0.067
H -5.458 3.879 -0.103 0.119
H -5.230 3.178 1.474 0.104
H -4.280 3.428 -1.804 0.122
H -3.469 1.888 -1.856 0.102
H -2.143 4.590 -1.240 0.069
H -1.946 3.629 -2.706 0.074
H -1.297 3.039 -1.174 0.046
H -4.559 1.358 2.299 0.092
H -3.366 2.559 2.796 0.084
H -2.912 0.853 2.703 0.024
H -2.121 1.083 -0.704 -0.004
```

The net charge is +1. The energy above the lowest of the compared OMol25 structures with the same formula, charge and spin is 14.31 kJ/mol. For the energy, the calculation gives -3574.1909 a.u. The calculation puts the orbital gap at 7.85 eV.

This record from the Open Molecules 2025 dataset describes a cluster of 10 separate species, C40H50F30O20 in total at a distorted geometry. The level of theory is the ωB97M-V functional and the def2-TZVPD basis.

Geometry as XYZ:
```
140
Properties=species:S:1:pos:R:3:lowdin_charge:R:1
C 36.294 30.818 -16.365 -0.050
C 35.716 30.794 -17.761 -0.225
O 36.525 30.083 -18.684 0.053
C 37.545 30.747 -19.192 -0.407
O 37.732 31.915 -19.089 0.183
C 38.538 29.843 -19.932 -0.546
F 38.787 30.341 -21.148 0.172
F 39.674 29.790 -19.232 0.173
F 38.094 28.594 -20.089 0.167
H 35.617 31.252 -15.634 0.078
H 37.197 31.433 -16.370 0.082
H 36.570 29.804 -16.074 0.084
H 35.570 31.816 -18.121 0.107
H 34.689 30.427 -17.753 0.122
C 29.513 27.799 -18.650 -0.052
C 29.843 29.269 -18.574 -0.186
O 29.128 29.964 -19.632 0.043
C 28.993 31.269 -19.515 -0.406
O 29.550 31.977 -18.741 0.172
C 27.894 31.819 -20.448 -0.554
F 28.297 32.975 -20.979 0.168
F 27.598 30.965 -21.426 0.172
F 26.779 32.042 -19.755 0.177
H 29.662 27.448 -19.674 0.085
H 28.444 27.637 -18.509 0.071
H 30.151 27.229 -17.982 0.086
H 30.890 29.401 -18.868 0.133
H 29.670 29.722 -17.603 0.094
C 25.395 27.505 -11.086 -0.049
C 24.980 27.378 -9.639 -0.184
O 25.776 26.471 -8.854 0.039
C 25.419 25.207 -8.858 -0.408
O 24.460 24.759 -9.406 0.164
C 26.420 24.284 -8.139 -0.560
F 26.906 23.423 -9.027 0.182
F 27.410 24.999 -7.616 0.167
F 25.836 23.602 -7.153 0.176
H 25.356 26.568 -11.641 0.091
H 26.382 27.935 -11.217 0.066
H 24.622 28.169 -11.478 0.059
H 23.938 27.125 -9.445 0.122
H 25.101 28.354 -9.164 0.128
C 22.100 26.523 -12.613 -0.034
C 21.947 27.989 -12.284 -0.180
O 22.555 28.860 -13.256 0.029
C 21.806 29.444 -14.161 -0.398
O 20.628 29.324 -14.259 0.176
C 22.586 30.328 -15.153 -0.570
F 22.293 29.994 -16.395 0.191
F 22.249 31.586 -14.939 0.197
F 23.902 30.187 -14.961 0.151
H 23.033 26.373 -13.164 0.068
H 21.337 26.206 -13.325 0.065
H 22.147 25.848 -11.763 0.087
H 22.508 28.247 -11.384 0.104
H 20.923 28.293 -12.072 0.130
C 23.147 26.645 -16.268 -0.055
C 21.932 25.805 -16.571 -0.170
O 20.803 26.210 -15.773 0.015
C 19.801 26.839 -16.353 -0.414
O 19.829 27.359 -17.415 0.187
C 18.570 26.913 -15.426 -0.559
F 18.362 28.165 -15.049 0.178
F 17.486 26.456 -16.042 0.179
F 18.753 26.168 -14.326 0.153
H 23.428 26.822 -15.234 0.052
H 23.143 27.637 -16.733 0.077
H 24.001 26.184 -16.780 0.088
H 22.180 24.761 -16.369 0.127
H 21.624 25.847 -17.617 0.127
C 31.056 30.531 -15.301 -0.054
C 29.957 30.066 -14.376 -0.179
O 28.907 29.477 -15.152 0.037
C 28.019 28.701 -14.572 -0.403
O 28.080 28.263 -13.465 0.170
C 26.841 28.389 -15.512 -0.551
F 26.478 29.463 -16.203 0.184
F 27.186 27.381 -16.326 0.165
F 25.797 27.981 -14.798 0.164
H 31.933 30.824 -14.716 0.084
H 30.843 31.410 -15.906 0.069
H 31.362 29.702 -15.943 0.079
H 29.536 30.864 -13.764 0.114
H 30.380 29.334 -13.686 0.122
C 25.993 30.659 -11.892 -0.055
C 26.772 31.934 -12.202 -0.183
O 26.853 32.233 -13.598 0.024
C 25.794 32.802 -14.128 -0.418
O 24.752 32.978 -13.586 0.181
C 26.013 33.287 -15.573 -0.546
F 26.077 34.617 -15.616 0.177
F 27.153 32.800 -16.089 0.155
F 24.994 32.877 -16.328 0.174
H 24.918 30.834 -11.873 0.083
H 26.404 30.372 -10.924 0.085
H 26.116 29.846 -12.604 0.057
H 27.793 31.728 -11.891 0.112
H 26.342 32.759 -11.639 0.137
C 32.328 37.780 -14.181 -0.056
C 32.682 36.464 -13.520 -0.196
O 31.787 35.392 -13.837 0.049
C 30.637 35.372 -13.215 -0.424
O 30.294 36.048 -12.306 0.188
C 29.745 34.210 -13.704 -0.542
F 30.158 33.669 -14.840 0.177
F 29.689 33.266 -12.761 0.169
F 28.522 34.695 -13.927 0.173
H 31.343 38.131 -13.870 0.082
H 32.233 37.682 -15.267 0.077
H 33.128 38.492 -13.992 0.085
H 32.717 36.631 -12.441 0.127
H 33.666 36.133 -13.845 0.126
C 33.364 28.218 -11.328 -0.056
C 32.538 28.955 -10.277 -0.214
O 31.670 28.043 -9.617 0.044
C 30.804 28.583 -8.777 -0.405
O 30.706 29.734 -8.502 0.179
C 29.950 27.514 -8.055 -0.571
F 30.116 26.314 -8.596 0.176
F 30.297 27.475 -6.780 0.193
F 28.674 27.876 -8.191 0.170
H 33.506 27.220 -10.899 0.085
H 34.336 28.676 -11.452 0.075
H 32.877 28.082 -12.293 0.068
H 32.047 29.809 -10.743 0.124
H 33.258 29.347 -9.556 0.132
C 30.732 37.512 -19.290 -0.045
C 30.207 36.101 -19.050 -0.196
O 31.214 35.259 -18.482 0.028
C 31.978 34.568 -19.305 -0.418
O 31.827 34.518 -20.480 0.179
C 33.110 33.830 -18.559 -0.540
F 33.193 32.580 -19.021 0.163
F 34.261 34.468 -18.828 0.166
F 32.920 33.792 -17.242 0.168
H 30.785 38.067 -18.352 0.072
H 29.999 38.027 -19.908 0.084
H 31.746 37.447 -19.680 0.083
H 29.800 35.651 -19.953 0.120
H 29.400 36.135 -18.318 0.126
```

The SMILES is CCOC(=O)C(F)(F)F.CCOC(=O)C(F)(F)F.CCOC(=O)C(F)(F)F.CCOC(=O)C(F)(F)F.CCOC(=O)C(F)(F)F.CCOC(=O)C(F)(F)F.CCOC(=O)C(F)(F)F.CCOC(=O)C(F)(F)F.CCOC(=O)C(F)(F)F.CCOC(=O)C(F)(F)F. The energy above the lowest of the compared OMol25 structures with the same formula, charge and spin is 120.33 kJ/mol. For the energy, the calculation gives -6055.1323 a.u. The calculation puts the orbital gap at 11.09 eV.

This record from the Open Molecules 2025 dataset describes a cluster of 5 separate species, C40H50N2O19 in total at a distorted geometry. The level of theory is the ωB97M-V functional and the def2-TZVPD basis.

Geometry as XYZ:
```
111
Properties=species:S:1:pos:R:3:lowdin_charge:R:1
C 0.920 4.027 6.790 -0.089
C 2.122 4.947 6.797 -0.287
N 2.399 5.568 5.506 -0.038
C 2.985 4.631 4.539 -0.239
O 2.785 4.944 3.190 -0.068
C 1.519 4.660 2.619 -0.274
C 1.132 3.165 2.672 -0.128
O -0.253 2.920 2.461 -0.141
C -0.955 2.722 3.657 -0.244
C -2.375 2.320 3.294 -0.122
C -3.137 3.492 2.642 -0.162
N -4.246 4.009 3.469 -0.073
C -3.732 4.594 4.745 -0.205
C -3.889 3.648 5.941 -0.067
C -4.774 5.125 2.712 -0.522
C -6.199 5.039 2.193 0.017
O -4.161 6.098 2.498 0.129
C 0.384 5.614 3.024 -0.123
C 0.636 7.047 2.528 -0.404
C 1.649 7.839 3.356 -0.081
C -0.676 7.829 2.537 -0.078
H 0.883 3.513 7.743 0.074
H -0.007 4.533 6.550 0.067
H 1.045 3.238 6.054 0.049
H 3.006 4.470 7.234 0.110
H 1.883 5.760 7.479 0.110
H 3.084 6.299 5.634 0.108
H 4.066 4.663 4.682 0.132
H 2.685 3.629 4.835 0.103
H 1.637 4.878 1.561 0.145
H 1.435 2.639 3.577 0.110
H 1.641 2.671 1.851 0.113
H -0.995 3.627 4.262 0.096
H -0.513 1.917 4.251 0.128
H -2.895 1.884 4.133 0.098
H -2.258 1.550 2.537 0.113
H -3.529 3.155 1.690 0.126
H -2.412 4.282 2.446 0.101
H -2.696 4.880 4.579 0.098
H -4.277 5.504 4.956 0.114
H -3.015 3.691 6.578 0.065
H -4.096 2.632 5.641 0.058
H -4.736 3.984 6.530 0.067
H -6.619 6.021 2.339 0.079
H -6.136 4.797 1.140 0.084
H -6.760 4.288 2.734 0.074
H 0.176 5.585 4.089 0.105
H -0.531 5.320 2.522 0.100
H 0.986 6.962 1.503 0.132
H 1.457 7.805 4.418 0.068
H 2.655 7.519 3.117 0.068
H 1.604 8.877 3.032 0.069
H -1.376 7.432 1.805 0.073
H -0.508 8.872 2.297 0.070
H -1.140 7.740 3.514 0.082
C 0.360 1.001 -0.748 0.086
C -0.216 0.853 -1.947 -0.233
C 0.107 -0.309 -2.837 -0.295
O -0.464 -0.395 -3.908 0.096
C 1.097 -1.276 -2.379 0.082
C 1.676 -1.124 -1.184 -0.234
C 1.333 0.022 -0.281 -0.307
O 1.881 0.094 0.801 0.115
O 2.589 -1.973 -0.718 0.109
O -1.107 1.717 -2.424 0.120
H 0.132 1.833 -0.093 0.128
H 1.335 -2.100 -3.038 0.137
H 2.842 -1.652 0.173 0.125
H -1.368 1.382 -3.303 0.122
C -0.165 -1.765 -6.732 0.078
C -0.458 -3.030 -7.068 -0.219
C -0.506 -3.468 -8.509 -0.309
O -0.764 -4.626 -8.770 0.106
C -0.248 -2.470 -9.539 0.074
C 0.041 -1.210 -9.198 -0.242
C 0.112 -0.778 -7.765 -0.309
O 0.398 0.381 -7.527 0.110
O 0.281 -0.263 -10.100 0.112
O -0.725 -3.964 -6.148 0.104
H -0.125 -1.432 -5.704 0.098
H -0.302 -2.792 -10.569 0.135
H 0.463 0.551 -9.590 0.121
H -0.913 -4.802 -6.628 0.090
C 0.325 -7.797 -5.422 0.086
C -0.264 -7.837 -6.625 -0.220
C -0.020 -8.961 -7.587 -0.311
O -0.602 -8.945 -8.653 0.121
C 0.909 -10.012 -7.195 0.079
C 1.499 -9.973 -5.996 -0.238
C 1.231 -8.867 -5.021 -0.298
O 1.784 -8.915 -3.937 0.099
O 2.351 -10.909 -5.590 0.118
O -1.104 -6.895 -7.053 0.089
H 0.153 -6.995 -4.718 0.137
H 1.091 -10.807 -7.904 0.137
H 2.630 -10.650 -4.689 0.122
H -1.387 -7.174 -7.947 0.123
C 2.101 -7.519 2.115 0.072
C 1.752 -8.734 1.678 -0.242
C 1.659 -9.050 0.214 -0.310
O 1.356 -10.182 -0.113 0.109
C 1.934 -7.985 -0.739 0.079
C 2.279 -6.765 -0.305 -0.233
C 2.398 -6.457 1.163 -0.314
O 2.736 -5.339 1.506 0.104
O 2.532 -5.766 -1.144 0.111
O 1.469 -9.737 2.503 0.113
H 2.174 -7.282 3.167 0.135
H 1.847 -8.223 -1.791 0.104
H 2.754 -4.979 -0.600 0.115
H 1.252 -10.500 1.932 0.121
```

The SMILES is CCNCO[C@@H](COCCCN(CC)C(C)=O)CC(C)C.O=C1C=C(O)C(=O)C=C1O.O=C1C=C(O)C(=O)C=C1O.O=C1C=C(O)C(=O)C=C1O.O=C1C=C(O)C(=O)C=C1O. For the energy, the calculation gives -3093.1970 a.u. The calculation puts the orbital gap at 7.44 eV.

This record from the Open Molecules 2025 dataset describes a structure of composition C40H51BrCdN7OPSSe. The level of theory is the ωB97M-V functional and the def2-TZVPD basis.

Geometry as XYZ:
```
104
Properties=species:S:1:pos:R:3:lowdin_charge:R:1
Cd 0.405 1.116 -1.238 1.106
C 0.258 6.641 1.097 -0.025
C -0.033 5.196 1.379 -0.237
C -0.535 4.765 2.601 0.008
C -0.777 3.418 2.823 -0.076
C -0.493 2.549 1.791 -0.724
Br -0.843 0.689 2.009 0.846
N -0.020 2.919 0.612 -0.078
C 0.193 4.221 0.416 -0.162
H -0.097 7.275 1.906 0.086
H -0.225 6.952 0.170 0.091
H 1.330 6.803 0.975 0.090
H -0.750 5.484 3.382 0.130
H -1.178 3.057 3.758 0.112
H 0.554 4.496 -0.571 0.094
N 3.643 1.715 -0.651 -0.122
P 2.595 0.852 0.380 0.969
C 3.535 -0.669 0.716 -0.373
C 4.832 -0.615 1.226 -0.082
C 5.532 -1.788 1.453 -0.051
C 4.937 -3.017 1.192 -0.053
C 3.642 -3.076 0.701 -0.064
C 2.943 -1.902 0.460 -0.112
C 2.888 1.747 1.942 -0.385
C 2.738 1.056 3.145 -0.109
C 2.929 1.708 4.352 -0.057
C 3.277 3.052 4.367 -0.060
C 3.437 3.741 3.174 -0.067
C 3.240 3.094 1.963 -0.102
C 3.400 2.140 -1.939 -0.388
C 4.452 2.683 -2.689 0.001
C 4.211 3.101 -3.976 -0.031
C 2.926 2.979 -4.504 -0.046
C 1.954 2.436 -3.704 -0.161
N 2.170 2.018 -2.445 -0.009
H 4.600 1.823 -0.348 0.110
H 5.287 0.340 1.466 0.113
H 6.540 -1.743 1.843 0.116
H 5.486 -3.930 1.378 0.116
H 3.179 -4.035 0.505 0.108
H 1.927 -1.930 0.079 0.060
H 2.486 0.003 3.131 0.106
H 2.813 1.165 5.281 0.115
H 3.442 3.558 5.310 0.114
H 3.715 4.788 3.186 0.112
H 3.371 3.634 1.033 0.099
H 5.438 2.766 -2.250 0.122
H 5.011 3.521 -4.571 0.124
H 2.696 3.307 -5.506 0.115
H 0.939 2.334 -4.059 0.059
N -2.077 1.768 -4.348 0.104
C -2.403 2.528 -3.297 -0.966
N -3.691 2.800 -3.106 0.124
S -1.243 3.159 -2.236 0.578
H -2.776 1.450 -5.000 0.125
H -1.114 1.631 -4.585 0.081
H -4.413 2.488 -3.736 0.125
H -3.965 3.360 -2.318 0.106
C -6.696 -1.510 1.069 -0.089
C -5.850 -1.710 -0.188 -0.243
C -5.025 -0.479 -0.569 -0.192
C -3.904 -0.136 0.416 -0.171
N -2.926 -1.211 0.548 -0.052
C -1.977 -1.508 -0.361 -0.651
Se -1.652 -0.486 -1.896 0.675
N -1.290 -2.588 0.060 0.008
C -0.216 -3.268 -0.661 -0.143
C -0.699 -4.001 -1.914 -0.191
C -1.767 -5.060 -1.638 -0.240
C -1.245 -6.257 -0.847 -0.087
C -1.770 -2.962 1.309 -0.145
C -1.362 -3.945 2.203 0.005
C -2.023 -4.009 3.414 -0.051
C -3.056 -3.120 3.733 -0.049
C -3.468 -2.148 2.843 0.000
C -2.809 -2.084 1.621 -0.184
H -7.420 -2.318 1.174 0.081
H -7.250 -0.570 1.019 0.082
H -6.087 -1.501 1.972 0.045
H -6.513 -1.941 -1.024 0.112
H -5.188 -2.571 -0.057 0.103
H -5.683 0.392 -0.628 0.120
H -4.580 -0.631 -1.554 0.076
H -4.308 0.065 1.406 0.123
H -3.376 0.754 0.070 0.088
H 0.225 -3.980 0.034 0.118
H 0.541 -2.527 -0.922 0.071
H 0.173 -4.475 -2.375 0.124
H -1.092 -3.274 -2.624 0.070
H -2.146 -5.407 -2.601 0.114
H -2.611 -4.601 -1.113 0.104
H -0.336 -6.652 -1.305 0.082
H -1.982 -7.059 -0.836 0.081
H -1.026 -5.996 0.190 0.049
H -0.560 -4.634 1.977 0.108
H -1.726 -4.754 4.139 0.117
H -3.541 -3.195 4.696 0.118
H -4.259 -1.460 3.105 0.107
C 2.730 -1.486 -2.980 -0.115
O 1.408 -1.012 -2.690 -0.284
H 2.913 -1.522 -4.055 0.091
H 2.897 -2.476 -2.549 0.082
H 3.434 -0.790 -2.526 0.071
H 0.779 -1.516 -3.215 0.038
```

The net charge is +2. The energy above the lowest of the compared OMol25 structures with the same formula, charge and spin is 76.34 kJ/mol. For the energy, the calculation gives -7895.7993 a.u. The calculation puts the orbital gap at 8.49 eV.

Among the records above, which one has the lowest orbital gap? C40H50N2O19

Look up the energy of the fourth one. -7895.7993 a.u.